DFT (the ωB97M-V functional and the def2-TZVPD basis) results for a structure of composition C37H30Br4CoN8O4Si.

Last column: Mulliken charge in e.
Atoms and positions in Å:
1 Co -0.058 -0.013 -0.078  2.028
2 Br 5.887 1.220 3.212  -0.251
3 C 4.072 0.803 2.818  0.266
4 C 3.160 0.607 3.833  0.243
5 Br 3.670 0.733 5.658  -0.259
6 C 1.814 0.335 3.499  0.247
7 Br 0.481 0.062 4.825  -0.211
8 C 1.375 0.251 2.185  -0.987
9 O 0.133 0.046 1.844  -0.311
10 C 2.336 0.425 1.117  -0.070
11 O 1.918 0.334 -0.102  -0.973
12 C 3.650 0.722 1.476  0.383
13 Br 4.848 0.983 0.023  -0.242
14 N -0.515 -1.804 -2.724  0.302
15 C -0.273 -0.547 -3.056  0.409
16 N -0.138 -0.225 -4.355  -0.782
17 C 0.059 1.056 -4.594  0.171
18 N 0.184 1.444 -5.908  -0.483
19 N 0.109 2.034 -3.681  -0.767
20 C 0.006 1.606 -2.431  -0.116
21 N -0.148 0.356 -2.042  0.239
22 C 0.049 2.657 -1.353  1.020
23 C 0.165 4.002 -1.652  -0.569
24 C 0.197 4.898 -0.591  -0.590
25 C 0.116 4.415 0.702  -1.071
26 C -0.005 3.045 0.899  -0.684
27 N -0.041 2.199 -0.120  0.572
28 H -0.759 -2.434 -3.468  0.317
29 H -0.854 -2.017 -1.779  -0.791
30 H 0.474 0.704 -6.526  0.269
31 H 0.651 2.326 -6.030  0.258
32 H 0.229 4.314 -2.684  0.510
33 H 0.290 5.962 -0.777  0.407
34 H 0.151 5.080 1.555  0.431
35 H -0.069 2.594 1.883  0.664
36 C -3.150 1.483 0.550  -1.551
37 Si -2.352 -0.199 0.094  1.100
38 C -3.356 -0.647 -1.475  -1.428
39 C -3.100 -1.303 1.457  0.527
40 C -4.424 -1.753 1.430  -0.546
41 C -4.964 -2.509 2.465  -0.652
42 C -4.188 -2.818 3.575  -0.598
43 C -2.874 -2.369 3.631  -0.487
44 C -2.334 -1.635 2.581  0.347
45 H -4.233 1.377 0.687  0.424
46 H -2.977 2.237 -0.229  0.257
47 H -2.722 1.859 1.485  0.292
48 H -4.432 -0.477 -1.339  0.477
49 H -3.208 -1.697 -1.743  0.139
50 H -3.038 -0.026 -2.322  0.317
51 H -5.052 -1.516 0.576  0.180
52 H -5.992 -2.853 2.409  0.364
53 H -4.604 -3.403 4.389  0.323
54 H -2.264 -2.591 4.500  0.496
55 H -1.310 -1.277 2.633  -0.206
56 O 2.745 -2.573 1.062  -0.727
57 C 1.788 -3.113 0.552  -0.402
58 N 1.798 -4.489 0.219  -0.190
59 C 0.456 -4.926 -0.081  3.459
60 C -0.236 -3.519 -0.197  -1.631
61 O -1.379 -3.415 -0.659  -0.709
62 N 0.583 -2.542 0.178  0.644
63 C 0.331 -5.636 -1.418  -1.033
64 C -0.921 -6.063 -1.867  0.047
65 C -1.060 -6.666 -3.107  -0.961
66 C 0.050 -6.853 -3.926  -0.355
67 C 1.294 -6.424 -3.491  -0.812
68 C 1.431 -5.815 -2.246  -0.439
69 C -0.127 -5.730 1.084  -0.067
70 C -0.277 -7.112 1.027  -0.212
71 C -0.706 -7.831 2.138  -0.891
72 C -0.988 -7.173 3.324  -0.473
73 C -0.837 -5.792 3.391  -0.871
74 C -0.415 -5.077 2.282  -0.035
75 H 2.397 -5.061 0.795  0.320
76 H -1.786 -5.895 -1.240  0.526
77 H -2.041 -6.982 -3.441  0.367
78 H -0.060 -7.321 -4.898  0.383
79 H 2.164 -6.550 -4.123  0.391
80 H 2.394 -5.452 -1.912  0.431
81 H -0.056 -7.636 0.105  0.407
82 H -0.817 -8.907 2.072  0.386
83 H -1.325 -7.728 4.192  0.370
84 H -1.058 -5.264 4.310  0.405
85 H -0.307 -4.000 2.344  0.320

Values from the calculation:
- energy relative to the best compared isomer or geometry (same formula, charge and spin) (kcal per mole) = 0.0
- total charge = -2
- total energy (eV) = -384648.48459
- LUMO level (spin up / spin down) (eV) = 4.2 / 4.2
- HOMO-LUMO gap (spin up / spin down) (hartree) = 0.205 / 0.203
- largest force on an atom (eV/Å) = 0.882
- 2S+1 = 2